[1]
Here is a molecular structure, C16H21N4OS2Se3TeTi from OMol25. Energies are from the ωB97M-V functional and the def2-TZVPD basis.

Each line ends with the Mulliken spin population.
Element x y z (Å)
Ti: -1.35 1.51 0.57  0.008
Se: -0.23 3.37 0.41  -0.005
Se: -4.57 3.52 1.73  0.006
Te: -4.55 0.13 1.42  0.425
Se: -3.27 -1.73 0.66  0.543
C: 1.72 -1.30 -4.46  0.000
C: 0.76 -1.97 -3.48  0.000
N: -0.37 -1.10 -3.16  0.000
C: -1.55 -1.22 -4.01  0.001
C: -2.56 -2.22 -3.45  -0.005
C: -0.30 -0.23 -2.15  0.003
S: -1.64 0.79 -1.84  -0.002
N: 0.89 -0.15 -1.53  -0.003
C: 0.99 0.11 -0.26  0.006
O: -0.01 0.10 0.56  -0.016
C: 2.34 0.35 0.31  0.002
C: 2.48 0.63 1.66  -0.002
C: 3.74 0.86 2.19  0.000
C: 4.86 0.81 1.38  0.000
C: 4.72 0.53 0.02  0.000
C: 3.47 0.30 -0.51  0.000
H: 2.54 -1.97 -4.70  0.000
H: 2.13 -0.39 -4.02  0.000
H: 1.21 -1.04 -5.39  0.000
H: 1.28 -2.22 -2.56  0.000
H: 0.36 -2.88 -3.90  0.000
H: -1.20 -1.54 -5.00  0.000
H: -2.01 -0.24 -4.13  -0.001
H: -2.09 -3.20 -3.31  0.000
H: -3.40 -2.33 -4.13  0.000
H: -2.93 -1.88 -2.49  0.004
H: 1.60 0.70 2.28  0.000
H: 3.85 1.09 3.25  0.000
H: 5.84 0.99 1.79  0.000
H: 5.59 0.50 -0.62  0.000
H: 3.34 0.08 -1.56  0.000
C: -0.85 -0.90 3.44  0.046
N: -1.28 0.46 3.74  0.010
C: -1.55 0.90 5.02  -0.001
C: -2.04 2.16 4.90  0.003
N: -2.04 2.44 3.56  0.009
C: -1.59 1.41 2.82  -0.008
S: -3.81 2.11 0.22  0.007
H: -0.10 -1.21 4.17  0.000
H: -0.43 -0.94 2.45  -0.029
H: -1.71 -1.57 3.49  -0.004
H: -1.38 0.30 5.88  0.000
H: -2.38 2.86 5.64  0.001
H: -2.50 3.25 3.13  0.002

The spin multiplicity is 2. For the molecular weight, the calculation gives 761.9 g/mol. As for the orbital gap (alpha / beta): 7.08 / 5.48 eV. For the energy above the lowest of the compared OMol25 structures with the same formula, charge and spin, the calculation gives 34.8 kcal per mole.


[2]
Here is 3 unconnected molecules or ions with the total composition C4H14NO from OMol25. Energies are from the ωB97M-V functional and the def2-TZVPD basis.

Each line ends with the Löwdin charge.
Element x y z (Å)
C: -1.57 -0.02 1.63  -0.056
C: -0.84 0.65 0.49  -0.227
C: -1.12 0.07 -0.85  -0.218
C: -0.13 0.45 -1.94  -0.069
N: 2.42 0.26 0.69  0.198
H: -2.34 0.56 2.16  0.095
H: -2.15 -0.86 1.26  0.084
H: -0.83 -0.26 2.39  0.097
H: -1.03 1.75 0.56  0.183
H: -2.15 0.20 -1.21  0.174
H: -0.94 -1.06 -0.65  0.167
H: 0.89 0.45 -1.54  0.058
H: -0.37 1.44 -2.34  0.112
H: -0.10 -0.35 -2.67  0.092
H: 1.96 -0.46 0.11  -0.016
H: 2.69 -0.19 1.56  0.083
H: 3.25 0.69 0.28  0.087
H: 1.31 -2.37 -0.23  0.078
H: 0.30 0.61 0.57  0.115
O: 0.75 -1.56 -0.29  -0.038

For the molecular weight, the calculation gives 92.2 g/mol. As for the orbital gap: 5.54 eV. For the energy above the lowest of the compared OMol25 structures with the same formula, charge and spin, the calculation gives 192.2 kcal per mole. As for the total charge: +1.


[3]
Here is a molecular structure, C26H22MnN3O3PS from OMol25. Energies are from the ωB97M-V functional and the def2-TZVPD basis.

Each line ends with the Mulliken spin population.
Element x y z (Å)
Mn: -1.41 -0.29 -0.81  4.454
N: -1.70 -2.69 2.68  0.004
C: -1.35 -1.57 3.43  -0.014
C: -1.14 -1.38 4.79  0.001
C: -0.80 -0.10 5.18  0.000
C: -0.67 0.95 4.26  0.003
C: -0.88 0.75 2.91  -0.004
C: -1.23 -0.53 2.50  -0.014
N: -1.50 -1.03 1.23  -0.001
C: -1.77 -2.31 1.39  0.028
C: -2.08 -3.14 0.23  0.022
C: -2.43 -4.44 0.13  0.002
S: -2.66 -4.85 -1.51  0.006
C: -2.28 -3.26 -1.97  0.009
N: -1.99 -2.47 -0.97  0.014
H: -1.86 -3.62 3.03  0.000
H: -1.24 -2.19 5.50  0.000
H: -0.63 0.10 6.23  0.000
H: -0.41 1.93 4.62  0.000
H: -0.80 1.56 2.19  0.008
H: -2.58 -5.17 0.91  0.000
H: -2.28 -2.92 -3.00  0.001
O: -0.69 0.28 -4.82  0.009
C: -0.53 0.05 -3.65  0.003
O: -1.50 -0.08 -2.77  0.051
C: 0.90 -0.10 -3.10  0.001
P: 1.00 0.34 -1.34  0.060
C: 1.14 2.15 -1.30  -0.021
C: 0.75 2.94 -2.38  -0.006
C: 0.80 4.32 -2.28  -0.001
C: 1.23 4.92 -1.10  0.001
C: 1.61 4.14 -0.02  0.001
C: 1.56 2.76 -0.11  -0.001
C: 2.57 -0.30 -0.70  -0.024
C: 3.79 0.22 -1.15  -0.004
C: 4.97 -0.31 -0.68  0.001
C: 4.95 -1.35 0.24  0.000
C: 3.75 -1.86 0.70  0.003
C: 2.55 -1.33 0.23  0.007
H: 1.60 0.44 -3.73  -0.002
H: 1.16 -1.17 -3.16  0.000
H: 0.42 2.48 -3.31  -0.001
H: 0.51 4.93 -3.12  0.000
H: 1.27 6.00 -1.03  0.000
H: 1.96 4.60 0.89  0.000
H: 1.88 2.14 0.73  0.002
H: 3.80 1.04 -1.86  0.000
H: 5.92 0.09 -1.03  0.000
H: 5.89 -1.76 0.61  0.000
H: 3.74 -2.67 1.42  0.000
H: 1.61 -1.71 0.59  0.014
C: -4.56 0.78 -1.14  -0.134
C: -3.16 0.80 -0.66  -0.334
O: -2.52 1.65 -0.11  -0.140
H: -5.07 1.71 -0.88  -0.012
H: -5.07 -0.08 -0.71  0.005
H: -4.53 0.64 -2.22  0.005

The spin multiplicity is 5. For the molecular weight, the calculation gives 542.5 g/mol. As for the orbital gap (alpha / beta): 7.40 / 8.14 eV. For the energy above the lowest of the compared OMol25 structures with the same formula, charge and spin, the calculation gives 0.0 kcal per mole. As for the total charge: +1.


[4]
Here is a single C4H4BrClN2 molecule from OMol25. Energies are from the ωB97M-V functional and the def2-TZVPD basis.

Each line ends with the Mulliken spin population.
Element x y z (Å)
C: -1.13 -0.11 1.11  -0.103
C: -0.31 1.00 -1.25  0.640
C: 0.95 -0.55 0.07  0.019
C: -1.14 1.32 1.04  0.687
N: -0.22 -0.96 0.79  0.286
N: 0.59 0.30 -1.09  0.285
Cl: -2.57 2.25 1.34  0.085
Br: 0.49 2.36 1.47  0.018
H: -1.96 -0.62 1.40  0.012
H: -0.95 1.48 -1.94  0.069
H: 1.66 0.20 0.59  0.007
H: 1.34 -1.35 -0.40  -0.006

The spin multiplicity is 3. For the molecular weight, the calculation gives 195.4 g/mol. As for the orbital gap (alpha / beta): 5.78 / 8.25 eV. For the energy above the lowest of the compared OMol25 structures with the same formula, charge and spin, the calculation gives 27.6 kcal per mole.


[5]
Here is a molecular structure, CDyF5LiO3P from OMol25. Energies are from the ωB97M-V functional and the def2-TZVPD basis.

Each line ends with the Mulliken spin population.
Element x y z (Å)
P: 1.52 0.72 0.03  0.009
F: 2.14 1.08 1.42  0.001
F: -3.29 2.55 -0.60  0.017
F: 2.95 0.36 -0.57  0.000
F: 1.34 1.89 -1.01  0.001
F: 0.04 1.24 0.69  0.001
O: 1.00 -0.75 -0.24  0.003
O: -0.01 -2.70 -0.13  0.000
C: -0.17 -1.49 -0.09  0.022
O: -1.27 -0.91 0.02  0.005
Li: -1.95 -3.06 0.05  -0.001
Dy: -2.29 1.08 0.43  4.943

The spin multiplicity is 6. For the molecular weight, the calculation gives 355.4 g/mol. As for the orbital gap (alpha / beta): 9.86 / 8.84 eV. As for the total charge: +2.


[6]
Here is a single C4H10N2O3 molecule from OMol25. Energies are from the ωB97M-V functional and the def2-TZVPD basis.

Each line ends with the Löwdin charge.
Element x y z (Å)
C: 3.08 -0.20 0.41  -0.241
C: 1.58 -0.56 0.65  -0.157
C: -1.28 0.07 -0.24  -0.426
C: -2.66 -0.57 0.07  -0.220
H: 2.22 1.13 -0.58  0.098
H: 3.59 -0.07 1.36  0.113
H: 3.61 -0.97 -0.22  0.134
H: 0.99 0.02 1.43  0.151
H: 1.68 -1.64 0.89  0.123
H: -0.77 -1.83 -0.96  0.203
H: -0.22 1.51 -0.18  0.060
H: -3.11 -1.12 -0.83  0.135
H: -2.47 -1.27 0.95  0.138
H: -3.02 1.28 0.14  0.066
N: -0.40 -0.96 -0.43  -0.007
N: -1.22 1.34 -0.25  0.164
O: 3.16 1.06 -0.21  -0.082
O: 0.89 -0.56 -0.63  -0.153
O: -3.49 0.48 0.51  -0.098

For the molecular weight, the calculation gives 134.1 g/mol. As for the orbital gap: 10.40 eV. For the energy above the lowest of the compared OMol25 structures with the same formula, charge and spin, the calculation gives 103.4 kcal per mole. As for the SMILES: [H]/N=C(/CO)NOCCO.


[7]
Here is a single C5H7NO molecule from OMol25. Energies are from the ωB97M-V functional and the def2-TZVPD basis.

Each line ends with the Löwdin charge.
Element x y z (Å)
N: 1.67 -1.81 -0.14  0.158
C: 0.99 -0.76 -0.26  -0.438
O: 1.38 0.37 -0.94  -0.017
C: 0.40 1.41 -0.84  -0.129
C: -0.87 0.74 -0.34  -0.204
C: -1.28 -0.50 -1.07  -0.051
C: -0.43 -0.60 0.16  -0.153
H: 2.57 -1.70 -0.62  0.059
H: 0.30 1.87 -1.83  0.128
H: 0.75 2.17 -0.13  0.127
H: -1.61 1.34 0.17  0.141
H: -0.79 -0.72 -2.02  0.123
H: -2.30 -0.85 -0.99  0.108
H: -0.79 -1.07 1.07  0.147

For the molecular weight, the calculation gives 97.1 g/mol. As for the orbital gap: 10.75 eV. For the energy above the lowest of the compared OMol25 structures with the same formula, charge and spin, the calculation gives 27.1 kcal per mole. As for the SMILES: [H]/N=C1\OC[C@H]2C[C@@H]12.


[8]
Here is a molecular structure, C47H34CrN5O2 from OMol25. Energies are from the ωB97M-V functional and the def2-TZVPD basis.

Each line ends with the Mulliken spin population.
Element x y z (Å)
Cr: -0.03 -0.39 -0.10  3.049
C: -6.27 -1.19 -3.98  0.109
C: -6.31 -0.21 -3.00  -0.061
C: -5.15 0.26 -2.41  0.112
C: -3.87 -0.19 -2.80  -0.053
C: -3.87 -1.25 -3.74  0.097
C: -5.03 -1.73 -4.32  -0.057
C: -2.62 0.26 -2.22  0.207
C: -2.54 1.12 -1.07  -0.008
C: -3.46 2.15 -0.69  0.132
C: -3.14 2.53 0.58  -0.025
C: -2.03 1.74 0.98  0.132
N: -1.61 0.97 -0.09  0.004
C: -1.67 1.50 2.31  0.020
C: -0.69 0.61 2.73  0.087
C: -0.25 0.46 4.08  -0.067
C: 0.98 -0.14 4.03  0.095
C: 1.30 -0.32 2.64  -0.037
C: 2.59 -0.45 2.13  0.085
C: 3.71 -0.63 3.09  0.036
C: 4.69 0.35 3.24  0.025
C: 5.71 0.20 4.16  -0.008
C: 5.78 -0.93 4.96  0.013
C: 4.81 -1.92 4.82  -0.007
C: 3.79 -1.77 3.89  0.026
C: 2.88 -0.20 0.77  -0.034
N: 1.97 0.04 -0.22  0.016
C: 2.68 0.09 -1.40  0.128
C: 2.18 0.05 -2.69  0.027
C: 3.15 0.19 -3.81  -0.037
C: 3.39 -0.85 -4.70  -0.009
C: 4.32 -0.72 -5.72  0.005
C: 5.01 0.48 -5.88  -0.004
C: 4.77 1.53 -5.00  0.004
C: 3.85 1.39 -3.98  -0.009
C: 0.83 -0.11 -3.02  0.150
C: 0.29 -0.11 -4.33  -0.051
C: -1.08 -0.14 -4.19  0.145
C: -1.36 -0.12 -2.80  -0.036
N: -0.20 -0.16 -2.10  -0.144
C: 4.08 -0.03 -1.12  -0.087
C: 4.20 -0.23 0.21  0.107
N: 0.23 0.01 1.88  -0.098
C: -2.36 2.30 3.36  -0.027
C: -3.41 1.79 4.10  -0.008
C: -4.02 2.55 5.09  0.003
C: -3.57 3.84 5.34  -0.001
C: -2.52 4.36 4.61  0.003
C: -1.91 3.60 3.62  -0.006
H: -7.18 -1.55 -4.44  0.010
H: -7.26 0.18 -2.67  -0.003
H: -5.25 0.98 -1.61  0.015
H: -2.93 -1.73 -3.99  0.010
H: -4.97 -2.54 -5.03  -0.003
H: -4.22 2.59 -1.32  0.009
H: -3.65 3.26 1.20  -0.008
H: -0.78 0.81 4.95  -0.006
H: 1.63 -0.36 4.86  0.010
H: 4.63 1.25 2.64  0.001
H: 6.46 0.98 4.27  0.000
H: 6.58 -1.05 5.68  0.001
H: 4.86 -2.81 5.43  0.000
H: 3.04 -2.55 3.78  0.001
H: 2.86 -1.79 -4.56  -0.004
H: 4.51 -1.55 -6.39  0.000
H: 5.73 0.59 -6.68  0.000
H: 5.31 2.46 -5.12  0.000
H: 3.67 2.21 -3.30  -0.003
H: 0.85 -0.05 -5.24  -0.006
H: -1.80 -0.10 -4.99  0.003
H: 4.87 -0.03 -1.85  -0.006
H: 5.10 -0.44 0.77  0.010
H: -3.76 0.78 3.90  0.002
H: -4.84 2.14 5.67  0.000
H: -4.05 4.44 6.11  0.000
H: -2.16 5.36 4.81  0.000
H: -1.09 3.99 3.05  0.000
N: -2.02 -1.62 0.21  -0.007
C: -2.03 -3.06 -0.04  0.000
C: -0.89 -3.74 0.71  0.008
C: 0.45 -3.46 0.01  0.004
O: 1.09 -4.42 -0.41  0.008
O: 0.80 -2.23 -0.09  0.001
H: -2.25 -1.44 1.18  0.002
H: -2.73 -1.16 -0.35  0.017
H: -1.91 -3.22 -1.12  -0.004
H: -2.99 -3.51 0.25  -0.001
H: -1.04 -4.82 0.73  0.000
H: -0.86 -3.37 1.74  -0.001

The spin multiplicity is 5. For the molecular weight, the calculation gives 752.8 g/mol. As for the orbital gap (alpha / beta): 4.66 / 5.38 eV. For the energy above the lowest of the compared OMol25 structures with the same formula, charge and spin, the calculation gives 2.4 kcal per mole. As for the total charge: -1.


Repeat the third record exactly.
Here is a molecular structure, C26H22MnN3O3PS from OMol25. Energies are from the ωB97M-V functional and the def2-TZVPD basis.

Each line ends with the Mulliken spin population.
Element x y z (Å)
Mn: -1.41 -0.29 -0.81  4.454
N: -1.70 -2.69 2.68  0.004
C: -1.35 -1.57 3.43  -0.014
C: -1.14 -1.38 4.79  0.001
C: -0.80 -0.10 5.18  0.000
C: -0.67 0.95 4.26  0.003
C: -0.88 0.75 2.91  -0.004
C: -1.23 -0.53 2.50  -0.014
N: -1.50 -1.03 1.23  -0.001
C: -1.77 -2.31 1.39  0.028
C: -2.08 -3.14 0.23  0.022
C: -2.43 -4.44 0.13  0.002
S: -2.66 -4.85 -1.51  0.006
C: -2.28 -3.26 -1.97  0.009
N: -1.99 -2.47 -0.97  0.014
H: -1.86 -3.62 3.03  0.000
H: -1.24 -2.19 5.50  0.000
H: -0.63 0.10 6.23  0.000
H: -0.41 1.93 4.62  0.000
H: -0.80 1.56 2.19  0.008
H: -2.58 -5.17 0.91  0.000
H: -2.28 -2.92 -3.00  0.001
O: -0.69 0.28 -4.82  0.009
C: -0.53 0.05 -3.65  0.003
O: -1.50 -0.08 -2.77  0.051
C: 0.90 -0.10 -3.10  0.001
P: 1.00 0.34 -1.34  0.060
C: 1.14 2.15 -1.30  -0.021
C: 0.75 2.94 -2.38  -0.006
C: 0.80 4.32 -2.28  -0.001
C: 1.23 4.92 -1.10  0.001
C: 1.61 4.14 -0.02  0.001
C: 1.56 2.76 -0.11  -0.001
C: 2.57 -0.30 -0.70  -0.024
C: 3.79 0.22 -1.15  -0.004
C: 4.97 -0.31 -0.68  0.001
C: 4.95 -1.35 0.24  0.000
C: 3.75 -1.86 0.70  0.003
C: 2.55 -1.33 0.23  0.007
H: 1.60 0.44 -3.73  -0.002
H: 1.16 -1.17 -3.16  0.000
H: 0.42 2.48 -3.31  -0.001
H: 0.51 4.93 -3.12  0.000
H: 1.27 6.00 -1.03  0.000
H: 1.96 4.60 0.89  0.000
H: 1.88 2.14 0.73  0.002
H: 3.80 1.04 -1.86  0.000
H: 5.92 0.09 -1.03  0.000
H: 5.89 -1.76 0.61  0.000
H: 3.74 -2.67 1.42  0.000
H: 1.61 -1.71 0.59  0.014
C: -4.56 0.78 -1.14  -0.134
C: -3.16 0.80 -0.66  -0.334
O: -2.52 1.65 -0.11  -0.140
H: -5.07 1.71 -0.88  -0.012
H: -5.07 -0.08 -0.71  0.005
H: -4.53 0.64 -2.22  0.005

The spin multiplicity is 5. For the molecular weight, the calculation gives 542.5 g/mol. As for the orbital gap (alpha / beta): 7.40 / 8.14 eV. For the energy above the lowest of the compared OMol25 structures with the same formula, charge and spin, the calculation gives 0.0 kcal per mole. As for the total charge: +1.


Q: Among the records above, which one has the lowest molecular weight?
A: C4H14NO


Q: Among the records above, which one has the highest molecular weight?
A: C16H21N4OS2Se3TeTi


Q: molecular weight of number 1 (C16H21N4OS2Se3TeTi)?
A: 761.9 g/mol